Entry 1:
Formula: C33H34CuN3O4SeSi
Source: the OMol25 dataset
Level of theory: ωB97M-V/def2-TZVPD

ORCA input file:
```
! wB97M-V def2-TZVPD RIJCOSX def2/J DEFGRID3
* xyz -2 1
Cu -2.366 -0.591 1.741
C 8.006 6.269 5.481
O 6.937 7.107 5.143
C 5.816 6.513 4.568
C 4.696 7.327 4.411
C 3.537 6.835 3.855
C 3.443 5.494 3.439
C 4.588 4.694 3.600
C 5.750 5.189 4.153
N 2.263 5.066 2.893
N 2.175 3.761 2.766
C 1.060 3.217 2.271
C -0.088 3.904 1.799
C -1.266 3.273 1.505
C -1.415 1.871 1.658
O -2.534 1.263 1.598
C -0.207 1.137 1.943
N -0.323 -0.201 1.879
C 0.708 -0.959 2.188
C 1.935 -0.414 2.561
C 2.091 0.956 2.585
C 1.005 1.782 2.270
H 8.729 6.891 6.011
H 8.497 5.841 4.596
H 7.682 5.453 6.139
H 4.761 8.355 4.743
H 2.672 7.475 3.754
H 4.530 3.666 3.280
H 6.608 4.539 4.258
H -0.008 4.980 1.724
H -2.127 3.832 1.169
H 0.547 -2.028 2.134
H 2.763 -1.071 2.792
H 3.035 1.413 2.843
O -1.900 -3.177 1.918
O -2.969 -2.234 2.188
C -3.809 -0.980 -8.458
C -3.577 -0.828 -6.977
C -2.745 0.162 -6.470
C -2.569 0.336 -5.109
C -1.641 1.394 -4.598
C -3.255 -0.490 -4.205
Se -3.101 -0.158 -2.349
C -4.054 -1.528 -4.703
C -4.743 -2.503 -3.797
C -4.202 -1.675 -6.072
H -3.252 -0.228 -9.017
H -4.870 -0.867 -8.696
H -3.497 -1.966 -8.808
H -2.221 0.820 -7.158
H -1.191 1.963 -5.412
H -0.852 0.934 -4.003
H -2.180 2.072 -3.936
H -4.700 -2.145 -2.774
H -4.248 -3.474 -3.846
H -5.786 -2.637 -4.088
H -4.836 -2.476 -6.441
C -3.294 -4.050 -0.547
Si -1.679 -3.665 0.375
C -0.615 -2.536 -0.728
C -0.735 -5.293 0.701
C -1.119 -6.113 1.755
C -0.468 -7.302 2.023
C 0.595 -7.703 1.231
C 0.977 -6.914 0.159
C 0.314 -5.727 -0.100
H -3.097 -4.467 -1.531
H -3.837 -3.120 -0.679
H -3.943 -4.732 -0.002
H -0.650 -2.839 -1.772
H 0.430 -2.505 -0.423
H -1.002 -1.519 -0.679
H -1.937 -5.789 2.380
H -0.788 -7.917 2.855
H 1.122 -8.624 1.450
H 1.799 -7.226 -0.475
H 0.621 -5.113 -0.935
*
```

Properties
- gap between HOMO and LUMO (eV) = 4.379
- DFT total energy (eV) = -165296.71764
- F_max (eV/A) = 2.799
- LUMO (eV) = 3.456
- relative energy (zero: lowest compared OMol25 entry of this formula, charge and spin) (kJ/mol) = 98.8

---

Entry 2:
Formula: C33H34F6MnN8OSbTe
Source: the OMol25 dataset
Level of theory: ωB97M-V/def2-TZVPD

ORCA input file:
```
! wB97M-V def2-TZVPD RIJCOSX def2/J DEFGRID3
* xyz 3 4
Mn 0.719 -0.558 -1.792
N -0.412 2.476 -0.588
C -0.871 2.058 -1.801
N -1.787 2.800 -2.374
C -2.226 2.465 -3.589
N -3.316 3.054 -4.018
N -1.521 1.606 -4.356
C -0.624 0.938 -3.720
N -0.397 0.930 -2.400
C 0.260 0.131 -4.501
C 0.311 -0.024 -5.909
C 1.243 -0.902 -6.422
C 2.094 -1.637 -5.657
C 2.000 -1.443 -4.304
N 1.066 -0.663 -3.716
H -0.617 3.410 -0.258
H 0.379 2.010 -0.179
H -3.673 3.862 -3.593
H -3.513 2.845 -4.983
H -0.341 0.481 -6.555
H 1.225 -1.038 -7.489
H 2.814 -2.380 -5.935
H 2.703 -2.040 -3.660
C 4.021 3.198 3.718
C 2.891 2.261 3.370
C 1.603 2.743 3.213
C 0.563 1.957 2.802
C -0.747 2.624 2.728
C 0.817 0.621 2.467
Te -0.590 -0.875 2.004
N -0.320 -0.807 0.075
C -0.988 -1.802 -0.555
O -0.751 -1.777 -1.866
C -1.992 -2.827 -0.102
C -1.548 -4.064 0.530
C -2.453 -5.000 0.998
C -3.819 -4.824 0.651
C -4.252 -3.731 -0.066
C -3.354 -2.660 -0.287
C -2.396 0.144 2.028
C -2.906 0.641 0.841
C -3.977 1.464 0.810
C -4.737 1.772 1.991
C -4.187 1.237 3.136
C -3.062 0.466 3.265
C -2.665 -0.089 4.566
C 2.089 0.113 2.612
C 2.419 -1.351 2.473
C 3.120 0.927 3.027
H 3.840 4.242 3.446
H 4.895 2.811 3.200
H 4.271 3.173 4.820
H 1.426 3.775 3.526
H -0.661 3.679 2.784
H -1.514 2.444 3.533
H -1.185 2.422 1.829
H -0.446 -4.042 0.707
H -2.163 -5.911 1.536
H -4.482 -5.704 0.782
H -5.226 -3.781 -0.477
H -3.720 -1.843 -0.812
H -2.437 0.367 -0.116
H -4.233 1.885 -0.207
H -5.594 2.420 2.087
H -4.819 1.302 4.012
H -2.290 0.733 5.252
H -1.827 -0.772 4.570
H -3.507 -0.677 5.064
H 2.212 -1.852 1.502
H 2.018 -1.979 3.277
H 3.498 -1.490 2.688
H 4.111 0.550 3.235
C 4.092 -3.448 -0.815
C 2.905 -2.671 -1.177
N 1.924 -2.066 -1.366
H 4.359 -4.277 -1.618
H 4.103 -3.846 0.240
H 4.842 -2.708 -0.887
F 1.969 0.783 -1.133
Sb 4.089 1.267 -1.054
F 3.482 2.417 0.331
F 3.815 2.616 -2.346
F 5.879 1.650 -0.868
F 4.137 0.002 -2.397
F 3.939 -0.210 0.220
*
```

Properties
- gap between HOMO and LUMO (spin up / spin down) (eV) = 7.627 / 4.169
- DFT total energy (eV) = -110174.29535
- F_max (eV/A) = 3.607
- LUMO (spin up / spin down) (eV) = -8.879 / -12.337
- relative energy (zero: lowest compared OMol25 entry of this formula, charge and spin) (kJ/mol) = 224.9